# 1
Computed, not measured: C3H6N2O2 in the gas phase, with ωB97M-V/def2-TZVPD.

Each line ends with the Mulliken charge.
Element x y z (Å)
H 1.47254 0.27008 -2.15880  0.2662
N 1.62871 0.19784 -1.15643  -0.7061
C 0.52650 0.28462 -0.54483  0.6685
N 0.44667 0.13583 0.83910  -0.1535
C 1.48806 -0.30048 1.63606  0.0167
O 1.41701 -0.29935 2.84298  -0.5289
O -0.64908 0.58859 -1.14885  -0.3708
C -1.84617 -0.06839 -0.74657  -0.6001
H -0.33522 0.52826 1.34489  0.2686
H 2.35738 -0.64904 1.06437  0.3596
H -1.95319 -0.13261 0.34160  0.2846
H -1.88312 -1.07901 -1.16574  0.2670
H -2.67010 0.52366 -1.14779  0.2282

Atoms 1-2, force components in eV/Å:
H 0.01 -0.01 0.06
N -0.32 0.02 0.08

Computed properties:
SMILES string: [H]/N=C(/NC=O)OC
2S+1: 1
DFT total energy, Ha: -377.9002
Largest force on an atom, eV Å⁻¹: 0.40
Energy relative to the best compared isomer or geometry (same formula, charge and spin), eV: 1.610
Molar mass, g/mol: 102.09
E_LUMO, eV: 0.65
Highest occupied orbital energy, eV: -10.057

# 2
Computed, not measured: 2 unconnected molecules or ions with the total composition CH6N2O2 at a distorted geometry, with ωB97M-V/def2-TZVPD.

Each line ends with the Mulliken charge.
Element x y z (Å)
N 2.07590 0.38911 0.35471  -0.4371
C 0.71312 0.13298 0.35512  0.5084
N 0.33359 -0.94750 -0.45259  -0.4089
O -0.06722 0.94343 0.80054  -0.5547
H 2.61012 -0.26820 -0.18029  0.2343
H 2.26821 1.37083 0.44794  0.2330
H 0.46595 -1.91203 -0.23269  0.1932
H -0.44624 -0.79187 -1.06924  0.2447
O -2.56530 -0.40380 -0.83232  -0.6440
H -3.09553 0.35476 -1.08455  0.3124
H -2.58986 -0.24985 0.12205  0.3188

Atoms 1-2, force components in eV/Å:
N -1.20 -0.86 0.67
C 0.43 0.77 -1.22

Computed properties:
SMILES string: NC(N)=O.O
2S+1: 1
DFT total energy, Ha: -301.7099
Largest force on an atom, eV Å⁻¹: 1.62
Energy relative to the best compared isomer or geometry (same formula, charge and spin), eV: 0.932
Molar mass, g/mol: 78.07
E_LUMO, eV: 0.84
Highest occupied orbital energy, eV: -9.553

# 3
Computed, not measured: C3H4P2 in the gas phase at a distorted geometry, with ωB97M-V/def2-TZVPD.

Each line ends with the Mulliken charge.
Element x y z (Å)
C -1.57351 0.52655 -0.71735  -0.5839
C -0.43636 0.34435 -0.11750  0.1641
C 0.27791 -0.19346 0.94150  -0.4446
P 1.59873 -1.14647 -0.33913  -0.0819
P 1.18577 1.05300 -0.15636  -0.0978
H -1.82854 1.09621 -1.47793  0.3734
H -2.37714 -0.06464 -0.21961  0.1761
H 0.16016 -0.61352 1.94878  0.4533
H 2.99298 -1.00203 0.13759  0.0412

Atoms 1-2, force components in eV/Å:
C -1.66 -3.95 4.33
C -0.35 1.23 -1.08

Computed properties:
SMILES string: C=C1[C@H]2[PH]#P12
2S+1: 1
DFT total energy, Ha: -799.2854
Largest force on an atom, eV Å⁻¹: 6.10
Energy relative to the best compared isomer or geometry (same formula, charge and spin), eV: 1.561
Molar mass, g/mol: 102.01
E_LUMO, eV: 0.50
Highest occupied orbital energy, eV: -8.550

# 4
Computed, not measured: 2 unconnected molecules or ions with the total composition C4H12N2, with ωB97M-V/def2-TZVPD.

Each line ends with the Mulliken charge.
Element x y z (Å)
C -1.01697 -1.90946 1.67985  -0.5747
C -0.95660 -0.78235 2.36770  -0.1589
N -1.93252 0.26276 2.30771  -0.6140
H -1.84483 -2.08745 1.00800  0.2808
H -0.30894 -2.68333 1.95376  0.2471
H -0.15766 -0.64190 3.09224  0.3150
H -2.37712 0.38333 3.21563  0.2493
H -1.49270 1.16026 2.11497  0.2564
C 1.29173 0.71428 -2.87431  -1.1423
C 1.34182 0.35123 -1.39068  -0.1693
N 0.36220 1.13096 -0.64300  -0.6095
H 0.55856 0.10443 -3.39897  0.3054
H 2.26173 0.53494 -3.34635  0.3394
H 1.05377 1.77294 -2.99356  0.3228
H 2.33493 0.55861 -0.99551  0.2887
H 1.19733 -0.72821 -1.28069  0.2358
H -0.54128 1.10064 -1.10430  0.2503
H 0.22656 0.75831 0.28752  0.1777

Atoms 1-2, force components in eV/Å:
C -0.23 0.16 0.57
C 0.06 0.20 0.52

Computed properties:
SMILES string: C=CN.CCN
2S+1: 1
DFT total energy, Ha: -269.0679
Largest force on an atom, eV Å⁻¹: 0.64
Energy relative to the best compared isomer or geometry (same formula, charge and spin), eV: 1.318
Molar mass, g/mol: 88.15
E_LUMO, eV: 1.07
Highest occupied orbital energy, eV: -9.102

# 5
Computed, not measured: C3H10BNOP2 in the gas phase at a distorted geometry, with ωB97M-V/def2-TZVPD.

Each line ends with the Mulliken charge.
Element x y z (Å)
C 2.76869 1.05190 0.22911  -0.9842
B 1.36492 0.49487 0.02871  0.4693
N -0.02945 1.19573 -0.98622  -0.6030
C -1.04597 0.29219 -0.52940  -0.0545
P -2.31993 1.28721 0.41350  -0.1270
C -0.52823 -0.77008 0.47129  -0.3755
P -0.56344 -2.62535 -0.24625  -0.1504
O 0.84314 -0.53904 0.64869  -0.5578
H 2.75119 1.82665 0.90390  0.3818
H 3.18613 1.42102 -0.61981  0.3695
H 3.48361 0.35600 0.63771  0.3146
H 0.08419 1.06916 -1.99938  0.2501
H -1.40995 -0.07396 -1.50233  0.4682
H -3.06272 0.22859 0.74736  -0.0074
H -2.91831 1.93167 -0.77681  0.0477
H -1.18103 -0.82627 1.32536  0.4402
H -1.78381 -3.18921 0.47280  0.0604
H 0.36098 -3.13111 0.78179  0.0581

Atoms 1-2, force components in eV/Å:
C -0.38 -2.24 0.57
B -2.68 2.20 -2.81

Computed properties:
SMILES string: CB1N[C@H](P)[C@@H](P)O1
2S+1: 1
DFT total energy, Ha: -957.8048
Largest force on an atom, eV Å⁻¹: 4.87
Energy relative to the best compared isomer or geometry (same formula, charge and spin), eV: 1.730
Molar mass, g/mol: 148.88
E_LUMO, eV: 0.54
Highest occupied orbital energy, eV: -8.606

# 6
Computed, not measured: a molecular structure, C15H4Cl5F3FeOSe4 at a distorted geometry, with ωB97M-V/def2-TZVPD.

Each line ends with the Löwdin spin population.
Element x y z (Å)
Fe -0.29547 -0.69377 -0.02912  3.5183
Cl -1.58340 6.48557 0.46734  0.0006
C -1.68111 4.76399 0.29454  0.0018
C -0.55461 3.96095 0.46748  0.0002
Cl 0.94902 4.70246 0.91045  0.0010
C -0.61531 2.59109 0.29392  0.0016
Cl 0.79760 1.61581 0.57110  0.0323
C -1.81239 1.91834 -0.10648  0.0036
O -1.90145 0.67913 -0.32954  0.0364
C -2.94995 2.77843 -0.23530  0.0028
Cl -4.44311 2.00971 -0.65091  0.0006
C -2.88208 4.14360 -0.04542  0.0002
Cl -4.31113 5.11411 -0.22762  0.0002
Se -0.92461 -1.75025 1.91578  0.1776
Se 1.34815 -2.29146 0.68588  0.1003
Se 3.15178 -0.97734 1.23903  0.0225
Se 0.03811 -0.61661 -2.67292  0.0510
F -6.01420 -5.80138 2.12723  0.0004
C -6.41020 -5.10048 1.03788  0.0008
F -7.00554 -6.01374 0.22226  0.0004
F -7.39198 -4.27384 1.45052  0.0001
C -5.28426 -4.38946 0.36814  0.0051
C -5.34250 -3.02512 0.11228  -0.0002
C -4.30329 -2.40239 -0.55465  0.0054
C -3.19279 -3.13798 -0.98681  0.0037
C -3.13513 -4.50703 -0.69323  0.0046
C -4.17219 -5.12787 -0.02861  -0.0002
C -2.15077 -2.48363 -1.69807  0.0275
C -1.28081 -1.78579 -2.18521  0.0012
H -6.19344 -2.44570 0.44372  -0.0002
H -4.31925 -1.33638 -0.74078  0.0004
H -2.25927 -5.06652 -0.99149  0.0002
H -4.11630 -6.18680 0.19174  -0.0001

Atoms 1-2, force components in eV/Å:
Fe -0.76 1.09 -1.41
Cl -0.01 0.01 0.03

Computed properties:
<S²>: 6.071
2S+1: 5
DFT total energy, Ha: -14119.3764
Largest force on an atom, eV Å⁻¹: 1.94
Molar mass, g/mol: 806.14
E_LUMO (alpha / beta), eV: 4.03 / 4.03
Highest occupied orbital energy (alpha / beta), eV: -0.972 / -1.481
Total charge: -2

# 7
Computed, not measured: a molecular structure, C42H54N3O7S2V at a distorted geometry, with ωB97M-V/def2-TZVPD.

Each line ends with the Löwdin spin population.
Element x y z (Å)
V -0.22799 -1.15373 -1.53552  0.4858
C 0.18334 -1.63831 -3.53086  -0.1261
O -0.98743 -2.51833 -3.05550  -0.0304
C -2.25712 -2.18392 -3.65464  -0.0039
C -2.84585 -0.95662 -2.92488  0.0014
O -2.34601 -0.99851 -1.56134  0.0029
C -3.15966 -1.76832 -0.66085  0.0019
C -2.38633 -3.02164 -0.26167  -0.0002
O -1.00925 -2.64070 -0.12286  0.0152
C -0.23840 -3.79031 0.11815  0.0026
H 0.30471 -1.70747 -4.60848  0.0032
H 0.03817 -0.53791 -3.22220  0.0080
H 1.23962 -2.07705 -2.98406  -0.0170
H -2.17461 -2.04054 -4.73472  -0.0009
H -2.89981 -3.04913 -3.47928  -0.0019
H -2.48521 -0.09173 -3.36522  0.0002
H -3.93957 -0.89974 -2.96480  -0.0002
H -3.30693 -1.14502 0.22109  0.0010
H -4.13384 -2.00781 -1.08257  -0.0002
H -2.76115 -3.42584 0.68194  -0.0002
H -2.47179 -3.78175 -1.04535  0.0000
H -0.56527 -4.25577 1.05333  0.0003
H -0.32239 -4.49931 -0.70824  0.0005
H 0.78058 -3.48281 0.20891  0.0015
S 1.65295 -1.26461 -0.00067  0.1189
C 0.69029 -1.23245 1.42438  0.1571
N 1.05699 -1.91244 2.59177  0.0793
C 0.07549 -2.03417 3.64533  0.0059
C -0.61219 -0.71930 3.84975  0.0100
N -1.24672 -0.27846 2.63840  0.1313
C -2.51273 0.41413 2.79131  0.0116
C -2.40070 1.67103 3.62004  0.0050
C -1.61577 2.73129 3.17966  0.0002
C -1.51932 3.89287 3.92795  0.0001
C -2.21120 4.00872 5.12642  0.0000
C -2.99914 2.95891 5.57006  0.0002
C -3.09307 1.79553 4.81694  0.0007
C -0.58622 -0.40793 1.45443  0.2178
S -1.18813 0.40300 0.02565  0.0720
C 2.34354 -2.59653 2.86951  0.0070
C 2.38159 -4.10235 3.16319  0.0035
C 2.06544 -5.10227 2.24845  0.0002
C 2.15392 -6.44288 2.59655  0.0001
C 2.56525 -6.81029 3.86664  -0.0001
C 2.89214 -5.83118 4.78566  0.0001
C 2.80324 -4.49239 4.43301  0.0004
H 0.55636 -2.32605 4.57927  0.0002
H -0.63467 -2.82201 3.36047  0.0010
H 0.11298 0.04878 4.14461  0.0037
H -1.35380 -0.81841 4.64365  0.0003
H -3.20509 -0.28948 3.26931  0.0044
H -2.95932 0.65750 1.82867  0.0005
H -1.07653 2.65659 2.24113  0.0001
H -0.90724 4.71334 3.57345  0.0000
H -2.13983 4.91822 5.70893  0.0000
H -3.54526 3.04755 6.50020  0.0000
H -3.71933 0.98509 5.17331  0.0002
H 2.71246 -2.09228 3.76890  0.0031
H 3.06892 -2.38218 2.08521  -0.0002
H 1.76623 -4.85346 1.26252  0.0001
H 1.90844 -7.20432 1.86669  0.0000
H 2.63917 -7.85647 4.13431  0.0000
H 3.22422 -6.10850 5.77778  0.0000
H 3.07329 -3.74118 5.16708  0.0002
C -0.30771 5.80497 0.36370  0.0000
O -0.27219 4.37822 0.40217  0.0002
C 0.96403 3.84048 0.66081  0.0001
C 1.79325 4.30570 1.66642  0.0000
C 3.02079 3.69538 1.87800  0.0001
C 3.40377 2.61062 1.10375  0.0000
C 2.56505 2.12920 0.11141  0.0035
C 1.35264 2.75238 -0.12178  0.0006
N 0.41323 2.32761 -1.10825  0.0082
C 0.59963 1.70311 -2.21728  0.0105
C 1.91408 1.37007 -2.89447  -0.0039
C 2.76417 2.41575 -3.22582  0.0004
C 3.96859 2.15895 -3.86690  -0.0039
C 4.31264 0.85366 -4.18449  -0.0001
C 3.46238 -0.18781 -3.86859  -0.0053
C 2.25580 0.01540 -3.22982  -0.0185
O 1.42876 -1.06714 -2.89712  -0.0411
H -0.28407 6.22860 1.36803  0.0000
H -1.24914 6.09061 -0.10094  0.0000
H 0.50797 6.20089 -0.24374  0.0000
H 1.49493 5.12471 2.30645  0.0000
H 3.67322 4.05415 2.66300  0.0000
H 4.35102 2.12148 1.28607  0.0000
H 2.86656 1.24669 -0.43286  0.0037
H -0.53617 2.59971 -0.87950  0.0024
H -0.38355 1.37570 -2.80902  0.0016
H 2.49065 3.43729 -2.99621  -0.0001
H 4.63442 2.97090 -4.12587  -0.0002
H 5.24521 0.63861 -4.68706  0.0000
H 3.75134 -1.20064 -4.12928  -0.0004
C -2.85094 2.01955 -3.38564  0.0006
C -1.51713 1.47649 -3.91607  -0.0007
C -1.66022 0.84674 -5.29542  -0.0004
C -0.54557 2.68893 -4.06072  0.0001
O -1.00245 0.39324 -2.94875  0.0192
H -3.23780 2.78075 -4.06436  0.0001
H -2.73062 2.48150 -2.40263  0.0000
H -3.61659 1.26032 -3.29115  0.0000
H -2.03154 1.58203 -6.00996  0.0000
H -2.35794 0.01218 -5.29977  0.0000
H -0.70343 0.47772 -5.66977  -0.0002
H -0.97763 3.39990 -4.76969  -0.0001
H 0.42961 2.39183 -4.44421  0.0000
H -0.37758 3.22622 -3.13664  0.0000
O 0.73407 -2.54135 -1.58632  -0.1551

Atoms 1-2, force components in eV/Å:
V -0.03 -2.92 2.12
C -6.09 -0.37 -3.59

Computed properties:
<S²>: 1.174
2S+1: 2
DFT total energy, Ha: -4063.2334
Largest force on an atom, eV Å⁻¹: 12.09
Energy relative to the best compared isomer or geometry (same formula, charge and spin), eV: 17.007
Molar mass, g/mol: 827.99
E_LUMO (alpha / beta), eV: -2.36 / -2.47
Highest occupied orbital energy (alpha / beta), eV: -7.678 / -8.885
Total charge: +1

# 8
Computed, not measured: 2 unconnected molecules or ions with the total composition C4H6N2O at a distorted geometry, with ωB97M-V/def2-TZVPD.

Each line ends with the Mulliken charge.
Element x y z (Å)
C -1.30130 0.00124 -0.23459  -0.7599
C -0.27979 -0.70716 -0.35200  0.4898
C 0.50370 -1.93457 -0.25970  -0.1748
O 1.03245 -0.78824 -0.83810  -0.4026
H -1.08927 1.11312 -0.34966  0.0671
H -2.28578 -0.38812 0.04086  0.2511
H 0.92282 -2.17398 0.69090  0.2321
H 0.13442 -2.77344 -0.88450  0.2378
N 1.44072 2.06887 1.25251  -0.4854
C 0.82678 2.31388 0.22671  0.5120
N 0.68477 2.51019 -0.94766  -0.5479
H 1.14905 2.41563 2.16626  0.2534
H 0.26481 1.91290 -1.64380  0.3274

Atoms 1-2, force components in eV/Å:
C -2.96 4.75 0.29
C 4.97 -4.80 -0.44

Computed properties:
SMILES string: C=C1CO1.N=C=N
2S+1: 1
DFT total energy, Ha: -340.6286
Largest force on an atom, eV Å⁻¹: 6.93
Energy relative to the best compared isomer or geometry (same formula, charge and spin), eV: 4.524
Molar mass, g/mol: 98.10
E_LUMO, eV: 0.93
Highest occupied orbital energy, eV: -9.763

Number 7 is which compound? C42H54N3O7S2V